Arrangement w

Molecular formula: C3H13N2O3
Method: DFT, the ωB97M-V functional and the def2-TZVPD basis

total charge: +1

```
21
Properties=species:S:1:pos:R:3:nbo_charge:R:1
C -0.909 0.160 0.131 -0.218
C 0.092 -0.925 0.665 -0.519
C 1.477 -0.271 0.794 0.682
N 2.507 -0.894 0.176 -0.784
O 1.633 0.756 1.437 -0.632
N -0.480 1.605 0.330 -0.737
H -1.960 -0.050 0.436 0.241
H -0.876 0.137 -0.954 0.217
H -0.329 -1.435 1.531 0.263
H 0.132 -1.695 -0.093 0.247
H 2.345 -1.811 -0.209 0.405
H 3.395 -0.471 -0.056 0.426
H -0.065 2.100 -0.495 0.463
H 0.257 1.565 1.082 0.466
H -1.317 2.129 0.567 0.424
H 1.046 2.099 -2.689 0.521
H 0.956 3.436 -1.773 0.510
O 0.690 2.524 -1.890 -0.978
H -3.191 -3.546 -0.207 0.504
H -2.833 -2.448 0.988 0.483
O -2.570 -2.965 0.228 -0.984
```

***

Arrangement x

Molecular formula: C3H13N2O3
Method: DFT, the ωB97M-V functional and the def2-TZVPD basis

total charge: +1

```
21
Properties=species:S:1:pos:R:3:nbo_charge:R:1
N 0.766 0.412 0.662 -0.668
C 0.449 0.066 -0.744 -0.160
C 1.594 -0.117 -1.770 -0.632
C -0.347 -1.250 -0.647 0.649
N -1.050 -1.670 -1.719 -0.807
O -0.226 -1.901 0.377 -0.605
H -0.012 0.933 1.085 0.471
H 1.586 1.025 0.682 0.443
H 0.934 -0.383 1.286 0.477
H -0.143 0.894 -1.095 0.242
H 1.449 0.602 -2.572 0.247
H 1.650 -1.144 -2.119 0.245
H 2.550 0.158 -1.342 0.238
H -1.646 -2.462 -1.563 0.435
H -0.845 -1.261 -2.613 0.415
H -0.248 1.139 3.570 0.482
H 1.080 0.868 4.113 0.492
O 0.679 1.261 3.322 -0.967
H -2.365 0.365 0.000 0.464
H -3.405 1.268 0.608 0.497
O -2.451 1.197 0.480 -0.957
```

***

The winner here is arrangement x, beating the second structure by 0.0069 hartree.

***

Arrangement w

Molecular formula: C14H18N2O4
Method: DFT, the ωB97M-V functional and the def2-TZVPD basis

total charge: 0
SMILES: COCCN1C(=O)N[C@@H](c2ccco2)C(C(C)=O)=C1C

```
38
Properties=species:S:1:pos:R:3:nbo_charge:R:1
C -1.786 -1.643 -2.472 -0.196
O -1.785 -0.495 -2.004 -0.524
C -0.870 0.486 -2.740 -0.088
C -0.733 1.857 -2.141 -0.174
N -0.325 1.790 -0.572 -0.475
C -1.306 2.056 0.335 0.818
O -2.381 2.536 0.227 -0.589
N -0.938 1.637 1.751 -0.662
C 0.157 0.459 1.791 -0.138
C -0.526 -0.811 1.757 0.342
C -0.081 -1.883 0.719 -0.379
C -1.079 -2.875 1.213 -0.265
C -1.901 -2.548 2.126 0.012
O -1.542 -1.192 2.608 -0.440
C 1.284 0.709 0.868 -0.252
C 2.645 0.319 1.273 0.593
C 2.670 -0.406 2.766 -0.623
O 3.546 0.594 0.505 -0.563
C 0.963 1.547 -0.199 0.321
C 1.992 1.725 -1.213 -0.630
H -2.280 -1.657 -3.590 0.103
H -2.261 -2.423 -1.927 0.191
H -0.849 -1.993 -2.417 0.147
H 0.226 0.142 -2.770 0.182
H -1.428 0.473 -3.603 0.211
H -0.376 2.559 -2.525 0.171
H -1.821 2.239 -1.914 0.249
H -1.768 1.499 2.284 0.397
H 0.298 0.501 2.936 0.240
H 0.694 -1.642 -0.097 0.268
H -1.151 -3.851 0.429 0.224
H -2.592 -3.273 2.504 0.230
H 2.617 0.292 3.486 0.227
H 2.193 -1.050 2.564 0.166
H 3.689 -0.653 2.759 0.218
H 2.724 2.292 -0.849 0.243
H 2.396 0.588 -1.628 0.236
H 1.687 2.097 -2.240 0.209
```

***

Arrangement x

Molecular formula: C14H18N2O4
Method: DFT, the ωB97M-V functional and the def2-TZVPD basis

total charge: 0
SMILES: N[C@@H](Cc1ccc(O)cc1)C(=O)N1CCC[C@H]1C(=O)O

```
38
Properties=species:S:1:pos:R:3:nbo_charge:R:1
N -0.758 -0.960 2.302 -0.840
C 0.115 -0.254 1.391 -0.132
C 1.082 -1.006 0.502 -0.421
C 2.418 -0.293 0.238 -0.049
C 2.547 1.078 0.343 -0.205
C 3.649 1.731 -0.113 -0.262
C 4.784 0.964 -0.400 0.301
O 5.943 1.603 -0.706 -0.646
C 4.704 -0.432 -0.479 -0.305
C 3.579 -1.064 -0.064 -0.176
C -0.840 0.648 0.532 0.721
O -0.676 1.826 0.285 -0.670
N -1.894 0.049 -0.058 -0.426
C -2.062 -1.383 -0.123 -0.214
C -2.893 -1.661 -1.381 -0.410
C -3.837 -0.432 -1.340 -0.406
C -2.903 0.677 -0.842 -0.165
C -3.686 1.676 0.010 0.783
O -4.874 1.588 0.242 -0.570
O -3.022 2.831 0.309 -0.693
H -1.394 -0.359 2.912 0.375
H -0.196 -1.303 3.062 0.361
H 0.634 0.491 2.031 0.206
H 0.549 -1.115 -0.497 0.218
H 1.271 -2.052 0.848 0.229
H 1.673 1.670 0.608 0.235
H 3.775 2.839 -0.317 0.234
H 6.380 0.839 -1.128 0.472
H 5.600 -0.964 -0.773 0.202
H 3.563 -2.138 0.120 0.212
H -1.191 -2.004 -0.130 0.217
H -2.694 -1.715 0.682 0.204
H -3.417 -2.641 -1.287 0.218
H -2.390 -1.740 -2.316 0.202
H -4.693 -0.621 -0.666 0.241
H -4.317 -0.251 -2.310 0.228
H -2.474 1.178 -1.666 0.222
H -2.051 2.698 0.179 0.507
```

***

The winner here is arrangement x, beating the second structure by 0.4304 hartree.

***

Arrangement w

Molecular formula: C23H67O11S10
Method: DFT, the ωB97M-V functional and the def2-TZVPD basis

total charge: -1

```
111
Properties=species:S:1:pos:R:3:lowdin_charge:R:1
C -3.191 -16.680 -8.605 -0.095
C -2.354 -15.587 -9.239 -0.668
C -3.315 -14.678 -9.967 -0.090
O -1.382 -14.970 -8.451 -0.275
H -4.002 -16.248 -8.018 0.048
H -2.636 -17.487 -8.126 0.050
H -3.829 -17.039 -9.412 0.060
H -1.824 -16.126 -10.023 0.086
H -3.796 -13.961 -9.302 0.051
H -4.112 -15.152 -10.541 0.055
H -2.822 -14.173 -10.797 0.036
C -6.065 -18.868 -6.691 -0.209
S -6.565 -20.689 -6.814 0.837
O -5.383 -21.448 -6.226 -0.597
C -7.764 -20.759 -5.462 -0.283
H -6.811 -18.256 -7.197 0.039
H -5.118 -18.733 -7.214 0.023
H -6.007 -18.661 -5.622 0.043
H -8.236 -21.742 -5.473 0.045
H -8.583 -20.072 -5.676 0.046
H -7.250 -20.469 -4.546 0.052
C 0.825 -10.179 -7.852 -0.267
S 0.534 -11.168 -9.384 0.815
O 1.223 -12.496 -9.063 -0.547
C -1.261 -11.459 -9.223 -0.251
H 0.650 -10.574 -6.852 0.030
H 0.156 -9.319 -7.890 0.033
H 1.831 -9.760 -7.829 0.037
H -1.402 -11.801 -8.198 0.013
H -1.505 -12.293 -9.881 0.018
H -1.877 -10.591 -9.458 0.036
C -0.020 -18.089 -4.078 -0.278
S -0.997 -16.572 -4.318 0.803
O -0.152 -15.608 -5.172 -0.542
C -2.338 -17.283 -5.361 -0.256
H 0.667 -17.896 -3.254 0.039
H 0.435 -18.500 -4.980 0.061
H -0.741 -18.827 -3.726 0.035
H -2.903 -18.036 -4.812 0.048
H -1.795 -17.705 -6.206 0.041
H -2.903 -16.488 -5.848 0.022
C -2.035 -21.372 -11.345 -0.263
S -3.361 -20.177 -10.873 0.822
O -4.695 -20.768 -11.282 -0.575
C -3.185 -20.421 -9.037 -0.242
H -1.679 -21.260 -12.369 0.035
H -2.256 -22.386 -11.010 0.051
H -1.145 -21.176 -10.747 0.039
H -2.137 -20.363 -8.744 0.048
H -3.649 -21.292 -8.574 0.055
H -3.457 -19.472 -8.577 -0.008
C -0.943 -12.132 -14.709 -0.253
S -1.750 -12.846 -13.199 0.823
O -2.684 -13.956 -13.723 -0.583
C -0.293 -13.637 -12.399 -0.206
H -0.283 -11.292 -14.492 0.052
H -1.843 -11.756 -15.194 0.030
H -0.569 -12.874 -15.416 0.053
H -0.507 -14.702 -12.308 0.041
H -0.027 -13.267 -11.409 0.027
H 0.528 -13.567 -13.112 0.046
C -4.821 -11.825 -11.382 -0.216
S -5.885 -10.240 -11.334 0.881
O -6.481 -10.344 -9.890 -0.617
C -4.662 -8.888 -11.146 -0.264
H -4.249 -11.860 -10.455 0.038
H -4.223 -11.809 -12.294 0.010
H -5.479 -12.694 -11.366 0.032
H -3.655 -9.089 -10.780 0.043
H -5.129 -8.186 -10.456 0.045
H -4.609 -8.387 -12.112 0.033
C -1.664 -12.112 -3.636 -0.278
S -1.714 -11.991 -5.455 0.829
O -0.426 -12.629 -6.019 -0.531
C -3.111 -13.189 -5.789 -0.234
H -1.694 -13.129 -3.244 0.049
H -2.455 -11.511 -3.188 0.037
H -0.788 -11.577 -3.269 0.042
H -2.828 -14.209 -5.528 0.034
H -3.060 -13.237 -6.877 0.020
H -4.080 -12.916 -5.371 0.037
C -4.930 -16.744 -13.481 -0.254
S -6.766 -16.601 -13.362 0.822
O -7.276 -18.063 -13.405 -0.589
C -6.979 -15.936 -11.663 -0.279
H -4.510 -15.751 -13.320 0.022
H -4.665 -17.103 -14.476 0.049
H -4.586 -17.458 -12.733 0.042
H -8.023 -15.829 -11.369 0.040
H -6.414 -15.043 -11.392 0.028
H -6.716 -16.810 -11.068 0.042
C -7.586 -13.026 -8.718 -0.265
S -7.710 -14.624 -7.810 0.870
O -7.497 -15.738 -8.866 -0.593
C -6.071 -14.490 -6.974 -0.259
H -6.639 -12.824 -9.218 0.021
H -7.687 -12.203 -8.010 0.049
H -8.372 -13.011 -9.473 0.053
H -5.869 -15.471 -6.544 0.038
H -6.101 -13.708 -6.215 0.041
H -5.281 -14.306 -7.702 0.028
C 0.166 -17.917 -15.120 -0.278
S 0.229 -17.907 -13.307 0.851
O 0.464 -19.415 -12.925 -0.593
C -1.548 -17.510 -13.043 -0.263
H -0.451 -18.757 -15.437 0.055
H 1.181 -17.940 -15.517 0.042
H -0.300 -16.997 -15.472 0.043
H -2.098 -18.392 -13.370 0.050
H -1.822 -16.564 -13.509 0.034
H -1.554 -17.402 -11.959 0.026
```

***

Arrangement x

Molecular formula: C23H67O11S10
Method: DFT, the ωB97M-V functional and the def2-TZVPD basis

total charge: -1

```
111
Properties=species:S:1:pos:R:3:lowdin_charge:R:1
C -4.753 -7.569 17.135 -0.094
C -5.078 -6.210 16.497 -0.602
C -6.538 -6.091 16.196 -0.103
O -4.895 -5.271 17.482 -0.363
H -5.354 -7.964 17.949 0.046
H -3.736 -7.517 17.588 0.039
H -4.555 -8.299 16.331 0.045
H -4.386 -5.933 15.672 0.112
H -7.198 -6.472 17.007 0.055
H -6.784 -6.756 15.391 0.027
H -6.963 -5.179 15.877 0.032
C -6.893 -10.422 16.313 -0.231
S -8.094 -9.209 16.908 0.817
O -9.528 -9.720 16.517 -0.572
C -7.832 -9.361 18.606 -0.283
H -5.887 -10.261 16.631 0.003
H -6.970 -10.440 15.242 0.032
H -7.212 -11.399 16.620 0.055
H -6.816 -9.679 18.883 0.048
H -8.361 -10.297 18.866 0.072
H -8.175 -8.512 19.117 0.018
C -5.098 -4.029 13.807 -0.275
S -5.387 -2.525 12.865 0.883
O -5.262 -2.855 11.354 -0.581
C -7.177 -2.683 13.036 -0.249
H -5.574 -4.969 13.533 0.037
H -5.282 -3.954 14.846 0.010
H -4.033 -4.204 13.654 0.038
H -7.388 -2.387 13.987 -0.021
H -7.468 -3.718 12.790 0.055
H -7.661 -1.947 12.433 0.048
C -5.508 -6.184 20.633 -0.282
S -3.867 -6.466 20.163 0.836
O -3.075 -5.839 21.326 -0.554
C -3.713 -8.158 20.567 -0.272
H -5.731 -5.141 20.419 0.051
H -5.546 -6.250 21.733 0.073
H -6.305 -6.712 20.085 0.043
H -4.351 -8.756 19.958 0.014
H -3.943 -8.200 21.541 0.009
H -2.676 -8.425 20.460 0.058
C -10.679 -8.145 13.466 -0.277
S -9.287 -7.490 14.304 0.805
O -8.073 -8.288 13.805 -0.564
C -9.150 -5.884 13.613 -0.264
H -10.684 -9.284 13.519 0.094
H -10.723 -7.857 12.380 0.077
H -11.493 -7.769 13.986 0.016
H -10.258 -5.619 13.463 0.087
H -8.612 -5.952 12.662 0.068
H -8.779 -5.185 14.268 -0.003
C -2.370 -3.468 16.193 -0.278
S -1.874 -4.623 17.395 0.788
O -0.374 -4.708 17.181 -0.588
C -2.201 -3.735 18.881 -0.270
H -3.419 -3.434 16.208 -0.014
H -2.060 -3.682 15.206 0.032
H -1.982 -2.496 16.530 0.062
H -1.586 -4.042 19.779 0.079
H -3.271 -3.833 19.110 0.030
H -1.892 -2.716 18.578 0.046
C -4.795 -1.017 16.769 -0.275
S -5.658 -2.206 17.756 0.845
O -6.018 -1.367 18.995 -0.568
C -7.065 -2.332 16.738 -0.267
H -4.171 -1.528 15.988 0.041
H -4.074 -0.494 17.406 0.059
H -5.371 -0.220 16.273 0.063
H -7.893 -2.715 17.187 -0.008
H -6.794 -2.991 15.868 0.041
H -7.358 -1.374 16.388 0.051
C -8.391 -5.402 19.329 -0.286
S -9.568 -4.115 19.141 0.796
O -10.721 -4.621 19.942 -0.573
C -8.896 -2.820 20.173 -0.250
H -7.557 -5.029 18.744 0.030
H -8.739 -6.264 18.821 0.030
H -8.148 -5.474 20.431 0.084
H -9.633 -2.025 20.357 0.064
H -8.017 -2.420 19.732 -0.004
H -8.684 -3.210 21.185 0.069
C -4.994 -9.420 13.577 -0.263
S -4.056 -8.062 12.808 0.843
O -3.357 -8.799 11.655 -0.569
C -5.455 -7.133 12.168 -0.269
H -5.756 -9.897 13.011 0.039
H -5.443 -9.040 14.547 0.033
H -4.331 -10.278 13.838 0.062
H -6.266 -6.912 12.867 0.010
H -5.924 -7.746 11.334 0.086
H -5.163 -6.109 11.825 0.055
C -1.533 -11.152 18.291 -0.279
S -3.143 -10.504 17.978 0.830
O -3.567 -10.894 16.534 -0.535
C -3.828 -11.629 19.193 -0.265
H -0.823 -10.685 17.585 0.064
H -1.487 -12.193 18.204 0.035
H -1.174 -10.860 19.275 0.062
H -3.564 -12.612 18.942 0.030
H -4.892 -11.516 19.053 0.033
H -3.458 -11.441 20.253 0.095
C -0.526 -7.429 12.915 -0.274
S -0.932 -6.518 14.369 0.842
O -2.221 -5.859 13.913 -0.604
C -1.348 -7.940 15.427 -0.243
H -0.099 -8.417 13.214 0.068
H 0.216 -6.861 12.304 0.065
H -1.482 -7.568 12.453 -0.008
H -0.366 -8.232 15.723 0.036
H -2.046 -8.656 14.925 0.065
H -1.835 -7.669 16.334 0.015
```

***

The winner here is arrangement x, beating the second structure by 0.0154 hartree.